[1]
{"formula": "C3H8N2S", "method": "ωB97M-V with the def2-TZVPD basis set", "symbols": ["C", "C", "C", "H", "H", "H", "H", "H", "H", "H", "H", "N", "N", "S"], "positions_angstrom": [[-2.219, -0.329, -0.025], [0.306, -0.068, 0.039], [1.425, 0.835, -0.289], [-1.622, -1.672, -0.237], [-2.845, -0.368, 1.193], [-3.185, 0.045, -0.986], [-1.210, 1.287, 0.708], [1.332, -1.551, -0.530], [1.263, 1.111, -1.374], [1.651, 1.863, 0.307], [2.876, -0.117, 1.438], [-1.033, 0.525, -0.063], [0.412, -1.294, -0.148], [2.849, -0.268, -0.033]], "nbo_charge": [-0.4821, 0.3960, -0.6111, 0.2730, 0.1893, 0.2090, 0.3761, 0.3654, 0.2658, 0.2515, 0.1532, -0.6770, -0.6715, -0.0377]}



[2]
{"formula": "C33H37LaN2O2P2S2Se2", "method": "ωB97M-V with the def2-TZVPD basis set", "symbols": ["La", "S", "P", "C", "P", "S", "C", "C", "C", "C", "C", "C", "C", "C", "C", "C", "C", "C", "C", "C", "C", "C", "C", "C", "C", "C", "C", "C", "C", "C", "H", "H", "H", "H", "H", "H", "H", "H", "H", "H", "H", "H", "H", "H", "H", "H", "H", "H", "H", "H", "C", "Se", "C", "C", "Se", "C", "H", "H", "H", "H", "H", "H", "H", "H", "H", "H", "C", "C", "N", "O", "C", "C", "N", "O", "H", "H", "H", "H", "H", "H", "H"], "positions_angstrom": [[-1.025, 1.555, -0.751], [-1.557, 0.852, 1.997], [-0.619, -0.945, 1.536], [0.177, -0.803, 0.113], [1.745, -0.366, -0.151], [1.704, 1.193, -1.476], [2.814, -1.680, -0.853], [3.758, -1.364, -1.847], [4.478, -2.377, -2.436], [4.286, -3.679, -2.008], [3.438, -3.977, -0.961], [2.664, -2.976, -0.388], [2.742, 0.251, 1.309], [2.288, 1.351, 2.019], [3.002, 1.840, 3.116], [4.207, 1.230, 3.434], [4.720, 0.178, 2.683], [3.978, -0.322, 1.640], [-1.932, -2.222, 1.445], [-1.839, -3.207, 0.485], [-2.896, -4.085, 0.323], [-4.025, -3.935, 1.104], [-4.118, -2.917, 2.077], [-3.043, -2.079, 2.276], [0.507, -1.498, 2.939], [0.830, -0.773, 4.079], [1.684, -1.262, 5.051], [2.161, -2.569, 4.891], [1.768, -3.346, 3.816], [0.931, -2.812, 2.835], [3.828, -0.339, -2.196], [5.162, -2.163, -3.255], [4.835, -4.478, -2.467], [3.293, -4.991, -0.646], [1.893, -3.183, 0.346], [1.337, 1.840, 1.765], [2.617, 2.637, 3.750], [4.735, 1.648, 4.278], [5.684, -0.256, 2.940], [4.363, -1.167, 1.082], [-0.959, -3.252, -0.144], [-2.835, -4.894, -0.393], [-4.876, -4.626, 1.022], [-5.027, -2.821, 2.659], [-3.055, -1.281, 2.975], [0.478, 0.257, 4.199], [1.908, -0.671, 5.947], [2.816, -2.976, 5.655], [2.097, -4.398, 3.737], [0.596, -3.423, 2.006], [-2.355, 1.343, -5.095], [-0.754, 0.767, -4.165], [-1.113, -1.102, -3.803], [-2.543, -1.438, -3.495], [-3.289, -0.723, -1.861], [-4.725, 0.360, -2.547], [-2.394, 1.038, -6.134], [-2.312, 2.419, -5.049], [-3.233, 0.995, -4.567], [-0.459, -1.361, -2.941], [-0.799, -1.674, -4.675], [-2.586, -2.519, -3.425], [-3.250, -1.130, -4.295], [-5.006, -0.044, -3.517], [-4.398, 1.391, -2.636], [-5.573, 0.291, -1.867], [0.093, 6.509, -0.560], [-0.570, 5.093, -0.590], [0.053, 4.051, -0.222], [1.408, 4.381, 0.069], [-2.008, 4.888, -1.047], [-3.014, 5.976, -1.092], [-2.229, 3.678, -1.392], [-3.409, 3.237, -1.725], [0.296, 6.832, 0.456], [-0.532, 7.226, -1.064], [1.079, 6.459, -1.045], [1.811, 3.513, 0.011], [-2.851, 6.699, -1.880], [-3.030, 6.550, -0.167], [-4.027, 5.575, -1.239]], "mulliken_charge": [1.2419, -0.6727, 0.8521, -0.7364, 1.8011, -0.7211, -0.5578, -0.4759, -0.7217, -0.4502, -0.8614, 0.2553, 0.7152, 0.1826, -1.1343, -0.4668, -0.9096, -0.6658, 0.6926, -0.0124, -0.7356, -0.5133, -0.7811, -0.7750, 0.2664, -0.1404, -0.6468, -0.4846, -0.6813, -0.3615, 0.4334, 0.3859, 0.4018, 0.4341, 0.3231, 0.2167, 0.4586, 0.3828, 0.4162, 0.3561, 0.3804, 0.4241, 0.3627, 0.4218, 0.4296, 0.3617, 0.4227, 0.3874, 0.3593, 0.2797, -0.7455, 0.0634, -0.1637, -1.0366, 0.2553, -1.0316, 0.3294, 0.3338, 0.0360, -0.1686, 0.5036, 0.5026, 0.5102, 0.3897, 0.2517, 0.3229, -1.2564, 0.4086, 0.3411, -0.5601, 0.2422, -1.5413, 0.2014, -0.7428, 0.3121, 0.3420, 0.3741, 0.3365, 0.3284, 0.3718, 0.3502]}



[3]
{"formula": "C16H23BN4O3", "method": "ωB97M-V with the def2-TZVPD basis set", "symbols": ["O", "N", "N", "O", "O", "B", "C", "C", "C", "C", "C", "C", "C", "N", "N", "C", "C", "C", "C", "C", "C", "C", "C", "C", "H", "H", "H", "H", "H", "H", "H", "H", "H", "H", "H", "H", "H", "H", "H", "H", "H", "H", "H", "H", "H", "H", "H"], "positions_angstrom": [[1.957, 1.088, 0.641], [-0.146, 2.366, 4.238], [-3.063, 1.686, 2.410], [-3.192, -0.917, -1.003], [-0.837, -0.256, -1.607], [-2.026, -0.104, -0.872], [2.446, 1.249, 1.737], [0.367, 1.815, 3.138], [-3.101, 1.041, 1.239], [-1.830, 1.820, 2.903], [-0.699, 0.786, 0.970], [-1.997, 0.694, 0.460], [-0.688, 1.389, 2.231], [1.804, 1.602, 2.951], [-1.415, 2.319, 4.114], [6.160, 1.637, 0.713], [-3.309, -0.729, -3.367], [-3.478, -2.976, -2.170], [-0.340, -2.034, -3.301], [-0.845, -2.595, -0.985], [3.866, 0.999, 1.833], [4.654, 1.930, 0.767], [-2.806, -1.645, -2.224], [-1.196, -1.643, -2.069], [-4.048, 0.860, 0.824], [0.200, 0.613, 0.427], [2.453, 1.968, 3.602], [-2.070, 2.491, 4.889], [6.638, 1.865, 1.669], [6.464, 2.227, -0.081], [6.501, 0.623, 0.453], [-2.456, -0.043, -3.554], [-4.233, -0.216, -3.027], [-3.500, -1.171, -4.308], [-3.459, -3.519, -3.112], [-4.509, -2.926, -1.869], [-2.909, -3.546, -1.398], [0.650, -2.150, -2.883], [-0.624, -2.982, -3.703], [-0.260, -1.164, -3.985], [-0.800, -3.639, -1.409], [-1.475, -2.561, -0.137], [0.158, -2.201, -0.644], [4.284, 1.139, 2.857], [4.092, -0.036, 1.618], [4.538, 2.906, 1.174], [4.077, 1.939, -0.151]], "nbo_charge": [-0.6141, -0.2577, -0.4324, -0.7118, -0.7101, 1.1505, 0.6854, 0.3100, 0.0992, 0.3180, -0.0735, -0.4781, -0.2022, -0.6206, -0.3387, -0.6125, -0.6472, -0.6366, -0.6372, -0.6702, -0.4945, -0.3678, 0.2366, 0.2602, 0.1946, 0.2777, 0.4073, 0.4118, 0.2053, 0.2141, 0.2048, 0.2189, 0.2314, 0.2136, 0.2154, 0.2337, 0.2172, 0.2190, 0.2189, 0.2274, 0.2218, 0.2271, 0.2349, 0.1936, 0.2367, 0.1919, 0.2282]}



Energy above the lowest of the compared OMol25 structures with the same formula, charge and spin, record by record: 561.95 0.00 0.00 kJ/mol
M, record by record: 104.18 916.58 330.20 g mol⁻¹
Highest occupied orbital energy, record by record: -8.83 -7.21 -8.17 eV